(1)
Entry from OMol25: 6 unconnected molecules or ions with the total composition C19H25N2O17S3 at a distorted geometry (ωB97M-V/def2-TZVPD).

Results
E_LUMO (alpha / beta)   -1.18 / -3.14 eV
Multiplicity   2
Maximum force   0.076 Eh/bohr
Kohn-Sham gap (alpha / beta)   9.51 / 7.55 eV
Total charge   0
⟨S²⟩   0.75
Highest occupied orbital energy (alpha / beta)   -0.3928 / -0.3928 hartree

Atoms and positions in Å:
C 0.036 0.502 0.411
O -0.505 0.557 -0.879
H -0.664 0.611 1.239
H 0.400 -0.510 0.587
H 0.836 1.226 0.572
C 1.889 2.863 -1.705
C 3.013 1.890 -1.528
O 3.955 2.199 -2.527
S 3.353 3.073 -3.867
O 2.679 2.089 -4.737
O 4.277 4.093 -4.381
O 2.274 3.791 -2.795
H 1.770 3.510 -0.836
H 1.040 2.222 -1.943
H 2.695 0.850 -1.608
H 3.366 2.035 -0.507
C -1.387 -2.784 -0.782
C -0.755 -4.097 -1.318
O -1.558 -5.226 -0.989
S -2.872 -4.701 -0.080
O -2.416 -4.751 1.299
O -4.077 -5.473 -0.418
O -2.767 -3.165 -0.711
H -1.284 -1.853 -1.339
H -1.121 -2.618 0.262
H 0.280 -4.254 -1.015
H -0.758 -4.013 -2.405
C -3.770 0.621 1.290
C -3.393 -0.522 2.253
O -4.662 -0.868 2.706
S -5.738 -0.848 1.444
O -7.107 -0.579 1.827
O -5.552 -1.962 0.515
O -5.064 0.510 0.815
H -3.214 0.823 0.374
H -3.673 1.547 1.857
H -2.812 -0.115 3.081
H -2.877 -1.334 1.741
C 1.224 -2.958 -4.544
C 1.910 -4.041 -4.027
C 2.505 -3.957 -2.783
C 2.295 -2.778 -2.037
C 1.456 -1.764 -2.487
C 0.847 -1.874 -3.741
N 3.054 -2.655 -0.744
O 3.350 -3.725 -0.197
O 3.356 -1.568 -0.364
H 0.889 -2.989 -5.570
H 2.132 -4.877 -4.674
H 3.042 -4.826 -2.434
H 1.181 -0.899 -1.903
H 0.283 -1.036 -4.122
C -1.062 3.563 4.694
C 0.028 4.046 5.453
C 1.229 4.290 4.833
C 1.356 3.998 3.492
C 0.313 3.434 2.731
C -0.945 3.368 3.314
N 2.670 4.254 2.800
O 2.926 3.644 1.780
O 3.511 4.990 3.292
H -2.000 3.434 5.213
H -0.134 4.284 6.494
H 1.998 4.864 5.329
H 0.484 3.346 1.668
H -1.732 3.091 2.629

(2)
Entry from OMol25: a molecular structure, C2H4CuLiO2 at a distorted geometry (ωB97M-V/def2-TZVPD).

Results
E_LUMO (alpha / beta)   -4.78 / -4.95 eV
Multiplicity   2
Maximum force   0.027 Eh/bohr
Energy relative to the best compared isomer or geometry (same formula, charge and spin)   36.7 kcal per mole
Kohn-Sham gap (alpha / beta)   9.16 / 8.62 eV
Total charge   +1
⟨S²⟩   0.76
Highest occupied orbital energy (alpha / beta)   -0.5123 / -0.4988 hartree

Atoms and positions in Å:
O 2.628 0.275 0.604
C -0.801 0.051 0.724
C -1.101 -0.296 -0.665
O 0.260 0.008 -0.342
Li 1.868 -1.197 -0.268
Cu 1.879 1.605 -0.486
H -1.278 0.977 1.054
H -0.701 -0.552 1.627
H -1.510 0.475 -1.321
H -1.244 -1.346 -0.928

(3)
Entry from OMol25: a single C3H9NS2 molecule at a distorted geometry (ωB97M-V/def2-TZVPD).

Results
E_LUMO   0.03 eV
Maximum force   0.078 Eh/bohr
Energy relative to the best compared isomer or geometry (same formula, charge and spin)   44.8 kcal per mole
Kohn-Sham gap   8.83 eV
Total charge   0
Highest occupied orbital energy   -0.3235 hartree
SMILES string   C[C@@H](N)CSS

Atoms and positions in Å:
N -1.119 1.129 -1.215
C -0.769 1.055 0.295
C -0.922 2.479 0.949
C 0.686 0.688 0.299
S 0.923 -0.684 -0.820
S 0.197 -2.140 0.668
H -0.542 0.697 -2.000
H -1.000 2.122 -1.519
H -1.358 0.382 0.943
H -1.921 2.941 0.952
H -0.413 2.638 1.888
H -0.500 3.269 0.268
H 1.157 1.654 -0.073
H 1.280 0.827 1.329
H -0.757 -2.579 -0.105